8 unconnected molecules or ions with the total composition C32H51F8N3O13S4 at a distorted geometry, computed with ωB97M-V/def2-TZVPD.

* max |F|: 0.1105 hartree/bohr
* structure (SMILES): FC(F)C(F)(F)COC(F)(F)C(F)F.CCOS(C)(=O)=O.CCOS(C)(=O)=O.CCOS(C)(=O)=O.CCOS(C)(=O)=O.c1ccncc1.c1ccncc1.c1ccncc1
* E: -4783.745080 hartree
* highest occupied orbital energy: -0.34621 Eh
* gap between HOMO and LUMO: 9.7333 eV

Last column: Löwdin charge in e.
Atoms and positions in Å:
F  -8.804  2.953  0.452  0.109
C  -9.050  1.643  0.297  -0.319
F  -10.341  1.313  0.115  0.108
C  -8.090  0.980  -0.745  -0.390
F  -6.813  1.466  -0.653  0.097
F  -8.496  1.428  -1.972  0.098
C  -7.939  -0.567  -0.694  -0.049
O  -7.928  -1.067  0.642  0.013
C  -6.675  -1.339  1.195  -0.503
F  -5.982  -2.215  0.419  0.138
F  -6.031  -0.163  1.375  0.155
C  -6.839  -2.140  2.528  -0.304
F  -7.393  -3.321  2.315  0.129
F  -5.566  -2.249  2.988  0.098
H  -8.774  1.188  1.248  0.155
H  -7.129  -0.861  -1.362  0.147
H  -8.723  -1.160  -1.164  0.148
H  -7.505  -1.585  3.189  0.171
C  1.720  1.738  9.310  -0.089
C  0.700  0.652  9.312  -0.293
O  -0.613  1.033  8.850  -0.260
S  -1.739  -0.140  8.478  0.639
C  -2.356  -0.401  10.180  -0.106
O  -2.754  0.469  7.649  -0.280
O  -1.055  -1.333  8.069  -0.289
H  2.604  1.483  9.894  0.082
H  1.347  2.646  9.785  0.083
H  2.266  1.935  8.388  0.080
H  1.230  -0.125  8.761  0.119
H  0.621  0.282  10.335  0.113
H  -3.041  -1.246  10.095  0.066
H  -2.910  0.496  10.453  0.072
H  -1.538  -0.745  10.812  0.064
C  -2.700  -6.021  -9.287  -0.067
C  -1.841  -5.835  -8.049  -0.334
O  -1.009  -4.753  -8.234  -0.289
S  0.625  -4.761  -7.668  0.760
C  0.219  -4.901  -5.810  -0.091
O  1.203  -6.062  -8.116  -0.330
O  1.233  -3.467  -7.938  -0.289
H  -2.088  -6.358  -10.123  0.080
H  -3.317  -5.237  -9.726  0.078
H  -3.436  -6.810  -9.132  0.074
H  -2.399  -5.557  -7.155  0.116
H  -1.229  -6.728  -7.922  0.115
H  0.243  -5.932  -5.455  0.063
H  -0.771  -4.541  -5.531  0.056
H  0.853  -4.220  -5.243  0.058
C  -1.138  -7.790  2.821  -0.066
C  -0.836  -9.244  3.256  -0.299
O  -1.081  -10.162  2.245  -0.265
S  0.039  -10.230  1.032  0.703
C  -0.452  -11.811  0.214  -0.099
O  -0.274  -9.104  0.134  -0.318
O  1.388  -10.283  1.623  -0.308
H  -0.724  -7.394  1.894  0.064
H  -0.822  -7.142  3.638  0.075
H  -2.211  -7.636  2.702  0.076
H  0.136  -9.420  3.717  0.112
H  -1.511  -9.451  4.087  0.120
H  -1.459  -11.625  -0.159  0.065
H  -0.530  -12.593  0.970  0.065
H  0.216  -12.149  -0.578  0.074
C  8.146  9.983  -2.280  -0.049
C  7.496  9.040  -1.211  -0.357
O  7.663  7.807  -1.696  -0.247
S  6.289  6.811  -1.595  0.682
C  5.063  7.534  -2.755  -0.100
O  6.736  5.506  -2.088  -0.297
O  5.756  6.892  -0.267  -0.283
H  9.229  9.857  -2.294  0.072
H  8.002  11.014  -1.957  0.072
H  7.776  9.762  -3.281  0.074
H  7.953  9.167  -0.230  0.127
H  6.430  9.267  -1.192  0.097
H  5.498  7.802  -3.718  0.072
H  4.608  8.425  -2.323  0.064
H  4.347  6.729  -2.919  0.072
C  -2.160  5.185  3.410  -0.088
C  -3.569  5.244  3.326  -0.061
C  -4.039  6.185  2.407  -0.148
N  -3.292  7.090  1.724  0.050
C  -1.981  7.008  1.871  -0.163
C  -1.360  6.119  2.769  -0.072
H  -1.829  4.411  4.087  0.097
H  -4.194  4.536  3.850  0.097
H  -5.111  6.242  2.281  0.093
H  -1.387  7.783  1.409  0.098
H  -0.307  5.884  2.723  0.096
C  1.418  0.937  2.530  -0.048
C  0.473  -0.026  2.132  -0.097
C  0.497  -0.462  0.844  -0.166
N  1.402  -0.091  -0.101  0.044
C  2.452  0.640  0.294  -0.149
C  2.339  1.353  1.503  -0.063
H  1.429  1.340  3.532  0.094
H  -0.215  -0.420  2.865  0.100
H  -0.251  -1.150  0.478  0.098
H  3.251  0.723  -0.428  0.100
H  3.147  2.058  1.628  0.087
C  8.289  2.161  -7.045  -0.073
C  8.127  3.394  -7.706  -0.084
C  6.868  4.001  -7.798  -0.142
N  5.782  3.421  -7.193  0.041
C  5.959  2.221  -6.502  -0.127
C  7.181  1.602  -6.420  -0.095
H  9.289  1.755  -7.002  0.100
H  8.953  3.857  -8.225  0.091
H  6.793  4.982  -8.245  0.093
H  5.061  1.969  -5.957  0.097
H  7.261  0.617  -5.985  0.099

=====

A molecular structure, C32H51N2O2P2Sr at a distorted geometry, computed with ωB97M-V/def2-TZVPD.

* max |F|: 0.1066 hartree/bohr
* E: -2223.119814 hartree
* charge: +1
* highest occupied orbital energy: -0.31628 Eh
* gap between HOMO and LUMO: 5.9067 eV

Last column: Löwdin charge in e.
Atoms and positions in Å:
C  -1.510  -1.304  -1.543  -0.376
C  0.759  -1.830  -1.226  -0.374
C  -1.647  -2.235  -2.568  -0.069
C  0.632  -2.865  -2.195  -0.047
C  -0.568  -3.077  -2.847  -0.068
H  -2.600  -2.288  -3.094  0.108
H  1.510  -3.476  -2.400  0.112
H  -0.685  -3.870  -3.582  0.110
N  -0.396  -1.202  -0.796  -0.047
P  -2.864  0.165  0.452  1.053
P  2.963  -0.338  0.185  1.004
C  -2.642  -0.290  -1.318  -0.269
H  -2.398  0.626  -1.883  0.082
H  -3.570  -0.672  -1.765  0.075
C  0.492  2.104  2.993  0.002
O  0.653  3.236  3.082  0.097
C  2.064  -1.541  -0.702  -0.324
H  2.748  -2.389  -0.883  0.060
C  4.294  0.156  -1.109  -0.664
C  3.711  -1.139  1.816  -0.680
C  -3.737  1.841  0.333  -0.706
C  -3.997  -1.260  1.049  -0.683
C  4.499  1.671  -0.939  -0.099
H  4.858  1.928  0.067  0.075
H  5.245  2.007  -1.673  0.088
H  3.564  2.217  -1.122  0.060
C  5.617  -0.598  -0.930  -0.098
H  6.078  -0.452  0.053  0.058
H  5.500  -1.673  -1.122  0.082
H  6.322  -0.211  -1.683  0.090
C  3.789  -0.115  -2.530  -0.093
H  4.552  0.227  -3.243  0.096
H  3.601  -1.180  -2.709  0.080
H  2.866  0.434  -2.735  0.041
C  4.705  -0.144  2.439  -0.096
H  4.219  0.812  2.684  0.076
H  5.096  -0.570  3.376  0.089
H  5.565  0.075  1.795  0.061
C  2.557  -1.375  2.808  -0.171
H  2.104  -0.427  3.159  0.038
H  1.798  -2.074  2.408  0.052
H  2.954  -1.859  3.712  0.099
C  4.376  -2.479  1.501  -0.103
H  5.228  -2.387  0.819  0.060
H  4.758  -2.908  2.441  0.085
H  3.666  -3.198  1.074  0.076
C  -4.706  -0.833  2.346  -0.098
H  -5.237  -1.709  2.751  0.094
H  -3.994  -0.500  3.117  0.075
H  -5.454  -0.045  2.189  0.070
C  -3.089  -2.465  1.367  -0.101
H  -2.519  -2.811  0.493  0.080
H  -2.389  -2.269  2.199  0.049
H  -3.730  -3.297  1.691  0.098
C  -5.026  -1.686  -0.007  -0.087
H  -5.701  -2.418  0.462  0.096
H  -5.644  -0.857  -0.371  0.068
H  -4.558  -2.185  -0.865  0.079
C  -2.884  2.787  -0.538  -0.096
H  -2.949  2.546  -1.607  0.078
H  -3.263  3.814  -0.413  0.095
H  -1.825  2.778  -0.238  0.070
C  -3.812  2.430  1.756  -0.102
H  -2.808  2.549  2.191  0.067
H  -4.279  3.423  1.698  0.093
H  -4.413  1.813  2.437  0.062
C  -5.142  1.691  -0.261  -0.090
H  -5.128  1.225  -1.257  0.085
H  -5.822  1.128  0.393  0.070
H  -5.569  2.699  -0.375  0.095
Sr  -0.076  -0.390  1.672  1.214
N  0.909  1.270  0.123  -0.021
C  1.052  1.215  -1.066  -0.203
C  0.847  1.820  -2.350  -0.229
C  0.761  3.221  -2.347  -0.031
C  0.705  1.112  -3.560  -0.029
C  0.636  3.921  -3.547  -0.060
H  0.815  3.751  -1.392  0.123
C  0.598  1.822  -4.759  -0.054
H  0.705  0.018  -3.538  0.121
C  0.581  3.222  -4.758  -0.060
H  0.592  5.010  -3.527  0.112
H  0.534  1.264  -5.696  0.115
H  0.514  3.760  -5.706  0.113
C  -1.094  -0.518  5.148  -0.088
O  -0.702  -1.250  3.961  -0.291
H  -1.200  0.531  4.864  0.071
H  -0.329  -0.601  5.930  0.099
H  -2.061  -0.880  5.521  0.096
H  -0.573  -2.181  4.215  0.109